1.
DFT (ωB97M-V with the def2-TZVPD basis set) results for C34H83N11NbO9 as an isolated structure.

Each line ends with the Mulliken charge.
Geometry (Å):
C  -4.01  -1.15  -1.22  -0.75
C  -2.63  -1.05  -0.33  -0.14
C  -2.80  -0.30  1.12  -0.39
Nb  -1.04  -1.05  2.43  -0.54
C  -2.32  -0.68  4.27  -1.24
C  -1.51  -0.62  5.70  0.41
N  -2.02  0.56  6.55  -0.63
C  -0.26  1.12  2.37  -0.75
N  -1.08  2.08  3.20  -0.27
C  -0.22  2.36  4.44  -0.07
N  0.65  -1.77  3.55  0.20
C  1.84  -1.68  2.58  -0.43
C  0.54  -3.23  3.91  0.62
C  -0.79  -4.00  4.47  -1.12
O  1.67  -3.99  3.81  -0.62
H  -4.72  -0.23  -1.12  0.15
H  -4.56  -2.18  -0.94  0.17
H  -3.68  -1.23  -2.36  0.29
H  -2.23  -2.14  -0.12  0.10
H  -1.80  -0.51  -0.98  0.12
H  -2.80  0.88  1.07  0.29
H  -3.86  -0.60  1.59  0.15
H  -0.04  -1.33  0.90  0.06
H  -1.72  -2.74  2.17  -0.05
H  -2.89  0.36  4.13  0.42
H  -3.18  -1.51  4.39  0.39
H  -0.36  -0.47  5.61  -0.33
H  -1.74  -1.59  6.33  0.35
H  -2.79  0.14  7.16  0.28
H  -1.23  0.74  7.23  0.25
H  0.89  1.21  2.64  0.43
H  -0.36  1.49  1.24  0.27
H  -1.04  3.00  2.66  0.32
H  0.37  1.40  4.74  -0.31
H  -0.97  2.71  5.27  0.17
H  0.62  3.18  4.19  0.18
H  2.88  -1.78  3.15  0.20
H  1.75  -2.48  1.69  0.09
H  1.89  -0.63  2.03  0.17
H  -0.46  -4.91  5.17  0.32
H  -1.60  -3.31  4.97  0.15
H  -1.33  -4.51  3.54  0.29
C  -0.54  6.82  4.64  -1.30
C  0.33  6.05  5.59  0.76
O  0.05  4.91  5.96  -0.58
N  1.47  6.65  6.04  -0.16
C  1.97  7.97  5.73  -0.84
H  -1.41  6.21  4.37  0.29
H  -0.90  7.74  5.13  0.38
H  0.01  7.06  3.73  0.35
H  2.01  6.07  6.68  0.24
H  2.96  7.86  5.28  0.28
H  2.06  8.53  6.66  0.28
H  1.32  8.51  5.04  0.32
C  -8.74  -1.85  0.29  -1.36
C  -7.96  -0.85  -0.52  0.82
O  -6.94  -0.32  -0.10  -0.62
N  -8.42  -0.55  -1.77  0.02
C  -9.58  -1.07  -2.45  -0.81
H  -8.25  -1.99  1.26  0.30
H  -9.76  -1.48  0.46  0.37
H  -8.77  -2.81  -0.23  0.35
H  -7.84  0.13  -2.26  0.10
H  -9.26  -1.55  -3.37  0.22
H  -10.24  -0.22  -2.69  0.25
H  -10.13  -1.79  -1.84  0.38
C  3.68  -0.49  7.90  -1.50
C  3.15  -0.64  6.50  1.01
O  3.08  0.30  5.72  -0.65
N  2.74  -1.88  6.10  -0.01
C  2.74  -3.11  6.87  -0.97
H  3.96  0.56  8.07  0.33
H  2.90  -0.75  8.62  0.34
H  4.56  -1.11  8.04  0.39
H  2.40  -1.90  5.15  -0.09
H  3.36  -3.83  6.34  0.27
H  1.71  -3.48  6.92  0.21
H  3.13  -2.97  7.88  0.47
C  4.75  -2.47  -1.69  -1.10
C  3.47  -2.87  -2.36  0.56
O  3.08  -2.34  -3.39  -0.73
N  2.73  -3.86  -1.78  -0.10
C  3.02  -4.61  -0.58  -0.82
H  5.23  -1.67  -2.26  0.33
H  4.55  -2.10  -0.68  0.22
H  5.44  -3.32  -1.65  0.54
H  1.88  -4.08  -2.29  0.25
H  3.07  -5.67  -0.84  0.29
H  2.19  -4.45  0.12  0.27
H  3.95  -4.30  -0.11  0.30
C  9.74  -1.07  -0.97  -1.34
C  8.33  -1.41  -0.57  0.83
O  7.74  -2.39  -1.03  -0.61
N  7.71  -0.60  0.33  -0.09
C  8.23  0.58  0.97  -0.89
H  10.10  -1.81  -1.70  0.30
H  9.77  -0.09  -1.44  0.36
H  10.40  -1.10  -0.10  0.36
H  6.76  -0.90  0.55  0.16
H  8.20  0.41  2.05  0.30
H  7.58  1.42  0.72  0.29
H  9.25  0.81  0.67  0.33
C  -6.91  1.71  -5.26  -1.35
C  -8.29  1.13  -5.22  0.77
O  -8.86  0.87  -4.16  -0.60
N  -8.92  0.87  -6.40  -0.17
C  -8.42  1.09  -7.74  -0.85
H  -6.54  1.86  -4.24  0.30
H  -6.23  1.03  -5.78  0.37
H  -6.93  2.68  -5.76  0.38
H  -9.84  0.48  -6.29  0.24
H  -9.11  1.77  -8.25  0.29
H  -8.41  0.14  -8.26  0.28
H  -7.41  1.52  -7.75  0.33
C  3.43  0.98  -2.66  -0.95
C  4.21  1.97  -3.47  0.70
O  5.23  2.51  -3.04  -0.71
N  3.75  2.28  -4.72  -0.12
C  2.58  1.76  -5.39  -0.81
H  3.91  0.84  -1.69  0.23
H  2.41  1.35  -2.48  0.45
H  3.40  0.01  -3.17  0.10
H  4.33  2.96  -5.20  0.23
H  2.91  1.28  -6.32  0.30
H  1.93  2.60  -5.64  0.26
H  2.03  1.04  -4.78  0.31
C  1.48  -1.25  -8.38  -1.24
C  2.26  -0.25  -9.20  0.75
O  3.28  0.28  -8.77  -0.66
N  1.80  0.06  -10.45  -0.16
C  0.63  -0.46  -11.12  -0.81
H  1.96  -1.39  -7.41  0.26
H  0.46  -0.88  -8.21  0.35
H  1.45  -2.21  -8.90  0.41
H  2.38  0.73  -10.93  0.24
H  0.96  -0.94  -12.04  0.28
H  -0.02  0.38  -11.36  0.27
H  0.08  -1.18  -10.51  0.32

Computed properties:
**Total charge**: -1


2.
DFT (ωB97M-V with the def2-TZVPD basis set) results for C22H27Br6F15O10 as an isolated structure.

Each line ends with the Mulliken charge.
Geometry (Å):
C  -5.09  2.36  -3.97  -0.35
Br  -5.03  2.56  -2.04  0.01
Br  -5.67  0.53  -4.46  0.00
Br  -3.41  2.84  -4.86  0.00
H  -5.81  3.06  -4.38  0.35
C  -2.63  0.96  0.39  -0.29
Br  -2.92  -0.93  0.00  0.03
Br  -0.78  1.27  0.96  0.20
Br  -3.91  1.67  1.66  -0.04
H  -2.75  1.53  -0.52  0.22
C  1.62  0.47  -1.07  -0.27
C  1.19  1.52  -2.10  -0.50
O  2.32  2.37  -2.36  -0.13
C  2.21  3.36  -3.23  0.24
O  1.31  3.45  -4.00  -0.55
C  3.29  4.42  -2.99  0.97
F  4.40  3.92  -2.46  -0.21
F  3.52  5.03  -4.17  -0.26
F  2.85  5.40  -2.15  -0.25
H  2.43  -0.14  -1.48  0.56
H  0.74  -0.12  -0.82  0.20
H  1.99  0.96  -0.18  -0.40
H  0.43  2.20  -1.72  0.27
H  0.96  1.02  -3.04  0.33
C  -0.05  -3.19  -0.63  -0.76
C  0.91  -4.24  -0.10  -0.46
O  2.22  -3.71  -0.03  -0.16
C  3.21  -4.57  0.11  0.27
O  3.04  -5.74  0.29  -0.52
C  4.63  -3.98  0.07  0.87
F  5.08  -4.02  -1.20  -0.26
F  4.59  -2.69  0.42  -0.17
F  5.45  -4.68  0.82  -0.23
H  -1.04  -3.61  -0.82  0.34
H  0.31  -2.83  -1.59  0.31
H  -0.28  -2.42  0.10  0.10
H  0.90  -5.13  -0.73  0.38
H  0.51  -4.59  0.85  0.28
C  -0.90  2.26  4.56  -0.80
C  -0.86  3.74  4.26  -0.24
O  0.45  4.15  3.82  -0.30
C  0.60  4.39  2.53  0.40
O  -0.20  4.30  1.65  -0.52
C  2.04  4.86  2.19  0.83
F  2.52  4.15  1.16  -0.16
F  2.04  6.15  1.89  -0.25
F  2.86  4.63  3.22  -0.25
H  -1.83  2.06  5.10  0.40
H  -0.04  1.96  5.16  0.28
H  -0.91  1.64  3.67  -0.02
H  -1.07  4.28  5.18  0.32
H  -1.60  4.01  3.50  0.31
C  -5.61  -4.14  0.59  -1.14
C  -4.85  -4.12  -0.73  0.13
O  -5.66  -4.04  -1.89  -0.29
C  -5.87  -5.12  -2.60  0.35
O  -5.46  -6.22  -2.39  -0.51
C  -6.76  -4.79  -3.83  0.90
F  -6.66  -5.73  -4.75  -0.24
F  -8.04  -4.72  -3.47  -0.25
F  -6.38  -3.64  -4.37  -0.25
H  -5.00  -4.54  1.39  0.35
H  -6.43  -4.86  0.48  0.38
H  -6.13  -3.20  0.76  0.31
H  -4.28  -5.05  -0.75  0.34
H  -4.07  -3.35  -0.72  -0.18
C  2.35  0.92  2.89  -0.49
C  3.23  0.05  2.02  -0.71
O  4.10  0.79  1.17  -0.19
C  5.15  1.40  1.70  0.33
O  5.41  1.44  2.86  -0.55
C  5.89  2.23  0.63  0.90
F  7.12  2.53  1.01  -0.26
F  5.93  1.61  -0.54  -0.23
F  5.25  3.39  0.48  -0.21
H  1.83  1.67  2.29  -0.41
H  2.93  1.47  3.63  0.50
H  1.69  0.31  3.52  0.40
H  2.64  -0.67  1.45  0.29
H  3.88  -0.50  2.71  0.63


3.
DFT (ωB97M-V with the def2-TZVPD basis set) results for a 7-piece molecular cluster, H14O6S2 overall.

Each line ends with the Mulliken charge.
Geometry (Å):
S  3.66  0.57  -1.17  -0.16
S  4.37  -1.15  -0.25  -0.18
H  2.42  0.39  -0.63  0.17
H  5.63  -0.79  0.19  0.17
H  -0.49  -0.58  -2.25  0.33
H  -1.94  -0.43  -1.75  0.30
O  -1.02  -0.15  -1.57  -0.63
H  2.79  -3.00  1.10  0.26
H  1.40  -2.56  1.71  0.35
O  1.92  -3.30  1.36  -0.58
H  -4.14  0.81  1.07  0.31
H  -4.47  -0.63  1.23  0.32
O  -3.95  -0.06  0.66  -0.62
H  -5.37  0.72  -1.18  0.35
H  -5.14  2.05  -0.43  0.27
O  -5.70  1.61  -1.09  -0.61
H  -4.92  5.28  2.19  0.32
H  -3.68  5.41  1.26  0.31
O  -4.35  4.81  1.57  -0.63
H  -0.72  -2.75  0.68  0.32
H  -0.35  -1.32  0.86  0.33
O  -0.57  -2.10  1.36  -0.70

Computed properties:
**SMILES**: SS.O.O.O.O.O.O


4.
DFT (ωB97M-V with the def2-TZVPD basis set) results for a 9-piece molecular cluster, C33H51N3O6 overall.

Each line ends with the Mulliken charge.
Geometry (Å):
N  -12.55  -11.48  -4.06  0.14
C  -12.14  -11.58  -5.32  -0.56
C  -10.81  -11.48  -5.69  -0.99
C  -9.88  -11.09  -4.73  -0.29
C  -10.32  -10.87  -3.43  -0.65
C  -11.67  -11.08  -3.15  -0.64
H  -12.82  -11.87  -6.12  0.88
H  -10.49  -11.68  -6.70  0.45
H  -8.84  -10.97  -5.01  0.48
H  -9.63  -10.60  -2.64  0.55
H  -12.09  -10.89  -2.17  0.58
N  -13.39  -6.53  -2.16  -0.64
C  -13.34  -7.76  -1.66  -0.29
C  -14.45  -8.42  -1.16  -0.08
C  -15.66  -7.74  -1.09  -0.35
C  -15.74  -6.46  -1.62  -0.33
C  -14.58  -5.91  -2.14  -0.21
H  -12.39  -8.28  -1.65  0.40
H  -14.44  -9.41  -0.72  0.39
H  -16.53  -8.22  -0.66  0.36
H  -16.68  -5.94  -1.71  0.38
H  -14.55  -4.92  -2.57  0.38
N  -8.74  -15.49  -4.63  -0.17
C  -9.85  -14.86  -5.02  -0.36
C  -10.62  -15.27  -6.10  -0.09
C  -10.24  -16.41  -6.80  -0.52
C  -9.14  -17.11  -6.35  -0.51
C  -8.41  -16.60  -5.29  -0.57
H  -10.13  -13.98  -4.45  0.44
H  -11.45  -14.63  -6.39  0.52
H  -10.83  -16.69  -7.66  0.45
H  -8.84  -18.05  -6.81  0.42
H  -7.47  -17.06  -4.99  0.39
C  -14.59  -14.06  -4.88  0.07
C  -15.59  -14.45  -5.93  0.79
O  -16.65  -13.86  -6.00  -0.57
C  -15.26  -15.59  -6.85  -1.07
H  -14.98  -14.39  -3.91  0.42
H  -14.54  -12.98  -4.72  -0.41
H  -13.56  -14.41  -4.96  0.00
H  -14.21  -15.58  -7.16  0.15
H  -15.92  -15.56  -7.71  0.34
H  -15.44  -16.53  -6.33  0.34
C  -15.07  -9.06  -5.48  -0.95
C  -16.10  -9.26  -4.40  0.89
O  -16.98  -8.45  -4.20  -0.59
C  -15.99  -10.55  -3.63  -0.84
H  -15.19  -9.81  -6.27  0.32
H  -14.06  -9.24  -5.10  0.10
H  -15.15  -8.08  -5.94  0.39
H  -16.57  -10.52  -2.71  0.30
H  -14.96  -10.81  -3.40  0.06
H  -16.40  -11.35  -4.25  0.34
C  -5.19  -12.78  -8.30  -1.30
C  -6.62  -12.86  -7.86  0.73
O  -7.52  -12.70  -8.65  -0.50
C  -6.88  -13.15  -6.40  -0.40
H  -5.11  -12.62  -9.37  0.34
H  -4.62  -13.67  -8.04  0.34
H  -4.69  -11.94  -7.80  0.33
H  -7.90  -12.88  -6.17  -0.31
H  -6.20  -12.53  -5.80  0.47
H  -6.68  -14.19  -6.14  0.29
C  -12.85  -13.68  -10.56  -1.21
C  -12.14  -13.33  -9.27  0.81
O  -12.73  -12.73  -8.40  -0.46
C  -10.69  -13.69  -9.17  -0.71
H  -12.17  -13.82  -11.40  0.35
H  -13.56  -12.89  -10.79  0.34
H  -13.40  -14.62  -10.43  0.27
H  -10.28  -13.47  -8.18  -0.22
H  -10.12  -13.06  -9.85  0.46
H  -10.52  -14.75  -9.35  0.38
C  -5.70  -9.62  0.77  -0.83
C  -5.48  -9.47  -0.72  0.74
O  -4.39  -9.63  -1.21  -0.56
C  -6.70  -9.25  -1.59  -0.58
H  -4.73  -9.64  1.25  0.31
H  -6.24  -10.56  0.93  0.05
H  -6.32  -8.82  1.18  0.35
H  -7.42  -10.05  -1.41  -0.15
H  -6.34  -9.23  -2.62  0.30
H  -7.20  -8.33  -1.29  0.37
C  -8.80  -12.91  0.82  -1.24
C  -8.14  -13.41  -0.45  0.73
O  -6.94  -13.32  -0.58  -0.56
C  -9.05  -13.76  -1.59  -0.45
H  -9.41  -13.70  1.26  0.44
H  -9.45  -12.06  0.61  0.28
H  -8.02  -12.60  1.51  0.31
H  -9.70  -12.93  -1.86  -0.19
H  -9.67  -14.62  -1.34  0.44
H  -8.44  -13.99  -2.47  0.25

Computed properties:
**SMILES**: c1ccncc1.c1ccncc1.c1ccncc1.CC(C)=O.CC(C)=O.CC(C)=O.CC(C)=O.CC(C)=O.CC(C)=O


5.
DFT (ωB97M-V with the def2-TZVPD basis set) results for C18H36AlBCl4CsF5N2NaO5S as an isolated structure.

Each line ends with the Mulliken charge.
Geometry (Å):
C  2.47  1.18  1.11  0.05
C  1.26  1.15  0.91  -1.95
C  -0.31  1.14  0.81  0.71
C  -1.00  -0.32  0.55  -0.03
C  -2.52  -0.13  0.31  -0.95
N  -3.03  1.21  0.70  0.37
C  -2.35  2.37  0.02  -0.20
Cl  -3.30  3.04  -1.32  -0.09
C  -0.87  2.06  -0.35  -0.44
H  3.46  1.46  1.45  0.64
H  -0.72  1.52  1.76  0.54
H  -0.60  -0.69  -0.42  -0.17
H  -0.74  -1.07  1.31  0.39
H  -2.77  -0.38  -0.73  0.29
H  -3.04  -0.86  0.95  0.36
H  -2.94  1.36  1.71  0.25
H  -4.03  1.26  0.48  0.16
H  -2.30  3.17  0.78  0.50
H  -0.28  2.97  -0.49  0.56
H  -0.90  1.41  -1.24  0.14
B  -1.93  -3.49  -1.84  0.61
F  -0.52  -3.68  -1.77  -0.42
F  -2.45  -3.42  -0.54  -0.38
F  -2.21  -2.29  -2.53  -0.34
F  -2.52  -4.60  -2.53  -0.43
Na  1.51  -0.38  -0.90  0.77
C  7.01  -1.62  -1.03  -0.76
S  5.90  -0.38  -0.37  0.62
O  5.77  0.69  -1.39  -0.44
C  6.97  0.23  0.93  -0.70
H  6.55  -2.12  -1.88  0.36
H  7.94  -1.14  -1.35  0.35
H  7.19  -2.37  -0.19  0.40
H  7.90  0.60  0.49  0.10
H  7.18  -0.58  1.63  0.49
H  6.46  1.04  1.45  0.34
C  -6.16  1.20  3.59  -0.17
Cl  -4.44  1.07  3.95  -0.09
Cl  -6.44  2.27  2.16  0.05
Cl  -6.86  -0.39  3.28  0.05
H  -6.66  1.63  4.45  0.45
F  7.32  -2.91  1.17  -0.47
Cs  -1.37  -5.31  -4.42  1.00
O  -0.19  -0.25  -4.14  -0.55
H  -1.01  0.26  -4.14  0.26
O  9.31  2.02  3.19  -0.56
C  9.71  2.50  2.17  0.50
O  9.92  1.78  1.04  -0.39
C  10.50  2.63  0.02  -0.34
C  10.13  4.05  0.43  -0.53
C  10.10  3.95  1.95  -0.37
H  11.58  2.46  0.02  0.28
H  10.10  2.36  -0.95  0.30
H  10.83  4.79  0.05  0.34
H  9.14  4.29  0.06  0.24
H  11.09  4.12  2.40  0.27
H  9.37  4.62  2.39  0.29
Al  -8.73  2.60  2.98  0.70
C  -6.48  -1.35  -2.20  -1.56
C  -6.63  -1.38  -0.68  1.42
C  -6.81  -2.80  -0.10  -0.67
O  -8.10  -3.34  -0.29  -0.42
C  -8.34  -3.91  -1.57  -0.62
N  -7.74  -0.50  -0.29  -0.62
H  -7.43  -1.48  -2.71  0.38
H  -6.07  -0.39  -2.51  0.36
H  -5.79  -2.13  -2.54  0.35
H  -5.70  -0.98  -0.25  -0.61
H  -6.68  -2.74  0.98  0.23
H  -6.04  -3.49  -0.48  0.47
H  -7.44  -4.38  -1.98  0.28
H  -8.71  -3.15  -2.26  0.24
H  -9.11  -4.66  -1.46  0.28
H  -7.77  -0.44  0.73  0.17
H  -8.60  -0.97  -0.53  0.35

Computed properties:
**Total charge**: +3


6.
DFT (ωB97M-V with the def2-TZVPD basis set) results for a 4-piece molecular cluster, C15H30Cl2NO6 overall.

Each line ends with the Mulliken charge.
Geometry (Å):
C  4.13  -0.63  -0.43  -0.63
C  3.25  -1.48  -1.18  -0.08
C  2.33  -2.65  -1.93  -0.13
C  1.66  -2.04  -3.32  -0.71
C  0.00  -2.17  -3.34  -0.67
N  -0.58  -1.01  -2.50  -0.03
C  -1.25  0.04  -3.36  -0.39
C  -1.14  1.58  -2.75  0.22
O  -0.07  2.31  -3.17  -0.51
O  -2.13  2.20  -1.85  -0.16
C  -1.53  3.21  -0.96  0.39
C  -1.18  4.78  -1.42  -0.79
O  -1.27  2.95  0.35  -0.39
C  -1.39  -1.52  -1.33  -0.67
Cl  -1.41  -0.31  0.12  -0.02
C  -2.88  -2.09  -1.71  0.17
C  -4.10  -0.99  -1.64  -0.84
Cl  -3.26  -3.44  -0.46  -0.15
H  5.06  -0.30  0.24  0.38
H  3.08  -3.56  -2.14  0.38
H  1.49  -2.99  -1.14  0.22
H  2.02  -0.91  -3.38  0.40
H  2.07  -2.58  -4.30  0.39
H  -0.34  -2.10  -4.47  0.43
H  -0.37  -3.21  -2.94  0.40
H  0.28  -0.54  -2.08  0.48
H  -2.35  -0.18  -3.66  0.35
H  -0.63  0.08  -4.38  0.47
H  -1.09  4.85  -2.59  0.29
H  -0.12  5.00  -0.92  0.29
H  -1.99  5.53  -1.01  0.32
H  -0.79  -2.46  -0.91  0.47
H  -2.86  -2.64  -2.77  0.31
H  -3.77  0.11  -1.39  0.19
H  -4.95  -1.27  -0.86  0.37
H  -4.58  -0.94  -2.73  0.28
C  3.20  -1.05  3.33  -0.27
O  3.06  -2.13  2.42  -0.48
H  2.64  -1.29  4.24  0.00
H  4.25  -0.92  3.58  0.28
H  2.79  -0.14  2.89  0.21
H  3.56  -1.89  1.62  0.20
C  0.20  4.80  3.43  -0.53
O  -0.76  4.92  2.40  -0.45
H  0.59  5.79  3.66  0.22
H  -0.26  4.38  4.32  0.25
H  1.02  4.16  3.09  0.24
H  -1.09  4.02  2.21  0.30
C  -0.02  -1.94  5.60  -0.46
O  1.28  -1.59  6.04  -0.51
H  -0.07  -1.85  4.51  0.16
H  -0.23  -2.97  5.89  0.26
H  -0.75  -1.27  6.05  0.26
H  1.29  -1.68  7.01  0.30

Computed properties:
**Total charge**: +1


F_max values, unit Eh/bohr, following the record order: 0.135, 0.045, 0.024, 0.028, 0.062, 0.200.
Total energy values, unit a.u., following the record order: -2681.4572, -18549.0180, -1256.1697, -1903.7113, -4380.0553, -2015.4040.